Record 1
DFT (ωB97M-V/def2-TZVPD) results for C17H33AsBCaNO3SSi as an isolated structure in a non-equilibrium geometry.

Each line ends with the Löwdin charge.
Atoms and positions in Å:
1 Ca 8.633 11.633 10.893  1.106
2 C 13.408 9.496 7.980  -0.220
3 Si 12.165 8.203 7.601  0.495
4 C 11.798 8.016 5.763  -0.164
5 C 12.799 6.549 8.225  -0.183
6 C 10.427 8.453 8.324  -0.264
7 C 9.565 7.369 8.131  -0.098
8 C 8.211 7.435 8.551  -0.083
9 C 7.768 8.597 9.177  -0.151
10 N 8.617 9.597 9.515  -0.126
11 C 9.896 9.595 9.013  -0.815
12 S 10.766 11.063 9.113  0.500
13 H 14.333 8.980 7.843  0.014
14 H 13.276 9.833 9.036  0.013
15 H 13.289 10.321 7.306  0.021
16 H 12.683 8.111 5.172  0.019
17 H 11.090 8.782 5.522  0.026
18 H 11.321 7.058 5.576  0.027
19 H 13.887 6.474 8.131  0.027
20 H 12.306 5.710 7.713  0.029
21 H 12.590 6.418 9.288  0.026
22 H 9.925 6.468 7.611  0.100
23 H 7.538 6.569 8.381  0.103
24 H 6.747 8.699 9.518  0.100
25 C 6.832 14.692 6.386  -0.017
26 C 6.797 15.122 7.882  -0.462
27 C 5.617 16.100 8.071  -0.027
28 O 6.406 14.008 8.689  0.017
29 B 7.287 14.005 9.722  -0.611
30 O 8.384 14.835 9.683  -0.011
31 C 8.205 15.601 8.465  -0.460
32 C 8.247 17.074 8.866  -0.029
33 C 9.393 15.254 7.531  -0.015
34 H 5.850 14.518 5.956  0.079
35 H 7.466 13.818 6.176  0.092
36 H 7.219 15.539 5.822  0.076
37 H 4.653 15.672 7.767  0.093
38 H 5.806 17.022 7.541  0.070
39 H 5.553 16.368 9.141  0.096
40 H 7.613 17.358 9.748  0.105
41 H 7.883 17.669 8.015  0.083
42 H 9.248 17.447 9.086  0.079
43 H 9.533 14.194 7.373  0.082
44 H 10.303 15.689 7.979  0.091
45 H 9.255 15.763 6.585  0.073
46 C 11.515 9.669 13.089  -0.186
47 As 10.200 10.724 14.158  1.116
48 C 10.973 12.279 15.012  -0.209
49 C 9.346 9.569 15.459  -0.208
50 O 8.967 11.314 12.958  -0.793
51 H 12.274 9.288 13.764  0.027
52 H 11.998 10.363 12.366  0.043
53 H 11.013 8.858 12.564  0.041
54 H 11.677 11.976 15.816  0.050
55 H 10.187 12.923 15.418  0.050
56 H 11.542 12.838 14.272  0.042
57 H 10.037 9.416 16.294  0.042
58 H 9.100 8.619 14.991  0.042
59 H 8.449 10.041 15.841  0.042

Computed properties:
* E_HOMO: -5.112 eV
* ΔE to the lowest compared entry with this formula, charge and spin: 0.0 kcal/mol
* net charge: 0
* electronic energy: -4574.0453 a.u.

***

Record 2
DFT (ωB97M-V/def2-TZVPD) results for C22H42AlNOP3 as an isolated structure in a non-equilibrium geometry.

Each line ends with the Löwdin charge.
Atoms and positions in Å:
1 Al -0.496 0.263 -0.062  0.156
2 P 1.567 0.584 1.925  0.845
3 P -0.972 2.635 -1.064  0.928
4 P 1.825 0.052 -1.237  0.820
5 H -1.139 -4.434 0.560  0.060
6 C -0.070 -4.684 0.673  -0.092
7 C 0.626 -4.284 1.751  -0.079
8 H 0.111 -3.629 2.505  0.045
9 C 1.054 0.365 3.686  -0.237
10 C 2.265 2.292 2.081  -0.245
11 C 3.155 -0.373 2.063  -0.234
12 C -2.759 2.333 -0.993  -0.138
13 C -0.569 4.118 -0.033  -0.157
14 C -0.284 2.872 -2.716  -0.146
15 C 2.558 -1.600 -0.940  -0.208
16 C 3.368 1.082 -1.237  -0.206
17 C 1.575 -0.134 -3.055  -0.227
18 H 0.384 -5.307 -0.134  0.079
19 H 1.694 -4.483 1.908  0.060
20 H 0.445 -0.540 3.783  0.043
21 H 0.462 1.224 4.029  0.053
22 H 1.939 0.265 4.333  0.070
23 H 1.436 3.004 2.196  0.033
24 H 2.844 2.559 1.188  0.033
25 H 2.918 2.370 2.964  0.080
26 H 2.940 -1.435 1.884  0.047
27 H 3.581 -0.273 3.074  0.074
28 H 3.908 -0.043 1.337  0.033
29 H -3.023 1.796 -1.917  0.064
30 H -3.273 3.298 -0.940  0.108
31 H -3.016 1.727 -0.100  0.072
32 H -0.742 5.012 -0.677  0.096
33 H 0.510 4.084 0.278  0.073
34 H -1.207 4.169 0.890  0.082
35 H -0.637 3.861 -3.060  0.106
36 H -0.640 2.022 -3.333  0.085
37 H 0.822 2.821 -2.630  0.076
38 H 2.881 -1.996 -1.910  0.073
39 H 1.812 -2.274 -0.501  0.041
40 H 3.435 -1.530 -0.290  0.045
41 H 3.883 0.919 -2.195  0.080
42 H 4.052 0.792 -0.431  0.041
43 H 3.136 2.152 -1.143  0.043
44 H 2.445 -0.689 -3.430  0.068
45 H 1.519 0.838 -3.565  0.044
46 H 0.664 -0.717 -3.251  0.045
47 C -1.583 -1.676 -1.683  -0.378
48 C -2.457 -0.930 -2.468  -0.045
49 C -2.698 -1.366 -3.765  -0.059
50 C -2.011 -2.465 -4.329  -0.040
51 C -1.047 -3.120 -3.530  -0.042
52 C -0.933 -2.792 -2.181  -0.032
53 O -1.289 -1.230 -0.444  -0.117
54 H 0.067 1.736 -0.344  -0.034
55 H -2.999 -0.045 -2.102  0.086
56 H -3.431 -0.897 -4.422  0.119
57 H -2.234 -2.846 -5.347  0.132
58 H -0.382 -3.915 -3.908  0.130
59 H -0.271 -3.313 -1.469  0.094
60 C -2.920 0.149 4.113  0.023
61 C -2.516 1.359 3.537  -0.011
62 C -1.926 1.342 2.281  -0.129
63 N -1.644 0.186 1.601  -0.021
64 C -1.903 -0.999 2.247  -0.052
65 C -2.566 -1.042 3.472  0.012
66 H -3.497 0.134 5.047  0.147
67 H -2.678 2.321 4.025  0.136
68 H -1.682 2.285 1.769  0.086
69 H -1.600 -1.926 1.743  0.123
70 H -2.786 -2.030 3.889  0.143

Computed properties:
* E_HOMO: -16.295 eV
* ΔE to the lowest compared entry with this formula, charge and spin: 46.4 kcal/mol
* net charge: +3
* electronic energy: -2258.9616 a.u.

***

Record 3
DFT (ωB97M-V/def2-TZVPD) results for an isolated ion of composition C9H14N5O and charge +1 in a non-equilibrium geometry.

Each line ends with the Löwdin charge.
Atoms and positions in Å:
1 C -1.341 1.774 -0.163  -0.072
2 N -0.861 0.526 0.440  -0.080
3 C 0.562 0.351 0.499  -0.471
4 C 1.493 1.608 0.549  -0.006
5 C 0.778 -0.503 1.753  -0.014
6 N 0.955 -0.618 -0.713  0.101
7 C 2.203 -0.815 -1.332  -0.101
8 N 2.245 -1.885 -2.093  0.144
9 C 0.964 -2.405 -2.134  -0.111
10 C 0.293 -3.448 -2.920  -0.350
11 O 0.693 -3.937 -3.943  0.156
12 N -1.094 -3.529 -2.557  0.169
13 C -1.812 -2.672 -1.855  -0.026
14 N -1.166 -1.728 -1.173  0.164
15 C 0.203 -1.673 -1.237  -0.172
16 H -0.859 2.724 0.232  0.096
17 H -1.187 1.679 -1.312  0.125
18 H -2.355 1.863 0.024  0.053
19 H -1.270 0.417 1.292  0.076
20 H 1.565 1.924 -0.428  0.048
21 H 2.457 1.328 1.005  0.098
22 H 1.007 2.521 1.051  0.118
23 H -0.049 -1.171 1.633  0.067
24 H 0.536 0.132 2.667  0.128
25 H 1.767 -0.970 1.804  0.102
26 H 3.205 -0.306 -1.018  0.178
27 H -1.579 -4.319 -3.135  0.233
28 H -2.880 -2.702 -1.914  0.164
29 H -1.786 -1.146 -0.553  0.181

Computed properties:
* E_HOMO: -12.927 eV
* ΔE to the lowest compared entry with this formula, charge and spin: 15.0 kcal/mol
* net charge: +1
* structure (SMILES): CNC(C)(C)n1cnc2c(=O)[nH+]c[nH]c21
* electronic energy: -700.1028 a.u.

***

Record 4
DFT (ωB97M-V/def2-TZVPD) results for C29H42Cl3CuN4O3S2SbSi3 as an isolated structure.

Each line ends with the Löwdin charge.
Atoms and positions in Å:
1 Cu 0.549 -2.594 -1.024  0.284
2 Cl -5.922 0.311 0.763  0.633
3 C -4.501 -0.379 0.007  -0.696
4 C -3.282 -0.315 0.654  -0.185
5 C -2.177 -0.891 0.061  -0.571
6 Cl -0.639 -0.725 0.863  0.722
7 C -2.198 -1.551 -1.200  -0.493
8 O -1.187 -2.057 -1.779  -0.161
9 C -3.495 -1.576 -1.791  -0.578
10 Cl -3.652 -2.357 -3.336  0.670
11 C -4.614 -1.013 -1.218  -0.159
12 H -3.190 0.174 1.614  0.101
13 H -5.567 -1.071 -1.726  0.099
14 C 4.154 3.418 -2.242  -0.228
15 Si 3.368 3.934 -0.612  0.247
16 C 2.825 5.725 -0.800  -0.217
17 C 4.687 3.872 0.731  -0.240
18 Sb 1.639 2.166 0.012  0.853
19 Si 0.600 3.270 2.067  0.252
20 C 1.501 2.477 3.511  -0.245
21 C 0.813 5.134 2.202  -0.237
22 C -1.223 2.865 2.195  -0.226
23 Si -0.013 2.482 -1.925  0.277
24 C 0.420 1.097 -3.112  -0.228
25 C 0.162 4.138 -2.803  -0.236
26 C -1.802 2.286 -1.426  -0.200
27 H 4.976 4.090 -2.504  0.029
28 H 3.427 3.441 -3.056  0.015
29 H 4.547 2.403 -2.176  0.000
30 H 3.694 6.343 -1.047  0.030
31 H 2.384 6.116 0.117  0.001
32 H 2.094 5.838 -1.600  0.005
33 H 5.526 4.532 0.494  0.026
34 H 5.069 2.856 0.850  0.016
35 H 4.275 4.185 1.694  0.014
36 H 2.579 2.645 3.447  0.016
37 H 1.333 1.399 3.520  0.026
38 H 1.149 2.886 4.463  0.028
39 H 1.867 5.417 2.223  0.011
40 H 0.354 5.486 3.131  0.028
41 H 0.337 5.655 1.369  0.024
42 H -1.389 1.791 2.105  -0.010
43 H -1.802 3.364 1.418  0.013
44 H -1.607 3.194 3.165  0.034
45 H 1.472 1.124 -3.407  0.013
46 H -0.192 1.162 -4.016  0.037
47 H 0.217 0.131 -2.639  0.014
48 H 1.155 4.268 -3.239  0.008
49 H -0.021 4.971 -2.122  0.019
50 H -0.570 4.196 -3.614  0.029
51 H -1.990 1.304 -0.990  0.005
52 H -2.421 2.374 -2.324  0.042
53 H -2.133 3.045 -0.718  0.016
54 N -6.727 -3.320 0.858  0.095
55 C -5.454 -3.785 1.210  -0.325
56 C -4.630 -3.014 2.032  -0.044
57 C -3.370 -3.462 2.379  -0.056
58 C -2.927 -4.700 1.935  -0.290
59 C -3.751 -5.491 1.151  -0.056
60 C -5.006 -5.035 0.787  -0.034
61 S -1.291 -5.232 2.331  0.553
62 O -0.993 -4.709 3.644  -0.329
63 O -1.257 -6.675 2.166  -0.396
64 N -0.437 -4.478 1.218  -0.114
65 C 0.514 -5.078 0.521  -0.683
66 S 1.092 -6.741 0.689  1.018
67 C 2.280 -6.449 -0.541  -0.442
68 C 2.163 -5.191 -1.003  -0.278
69 N 1.185 -4.421 -0.426  -0.064
70 H -6.799 -2.312 0.862  0.035
71 H -7.071 -3.706 -0.007  0.081
72 H -4.984 -2.049 2.377  0.095
73 H -2.720 -2.857 2.997  0.114
74 H -3.391 -6.457 0.821  0.111
75 H -5.645 -5.647 0.160  0.105
76 H 2.965 -7.213 -0.865  0.044
77 H 2.769 -4.753 -1.785  0.096
78 C 4.884 -0.458 -0.526  -0.085
79 C 4.178 -1.022 0.524  -0.065
80 C 2.933 -1.572 0.271  -0.143
81 N 2.370 -1.564 -0.940  0.014
82 C 3.047 -1.007 -1.943  -0.142
83 C 4.308 -0.456 -1.787  -0.081
84 H 5.865 -0.028 -0.367  0.105
85 H 4.582 -1.048 1.527  0.106
86 H 2.356 -2.051 1.054  0.115
87 H 2.558 -1.015 -2.909  0.109
88 H 4.820 -0.037 -2.643  0.100

Computed properties:
* E_HOMO: -4.574 eV
* ΔE to the lowest compared entry with this formula, charge and spin: 6.6 kcal/mol
* net charge: -1
* electronic energy: -6501.4068 a.u.

***

Number 2 is which compound?
C22H42AlNOP3

***

Which of these has the highest ΔE to the lowest compared entry with this formula, charge and spin?
C22H42AlNOP3

***

Copy entry 3 word for word.
DFT (ωB97M-V/def2-TZVPD) results for an isolated ion of composition C9H14N5O and charge +1 in a non-equilibrium geometry.

Each line ends with the Löwdin charge.
Atoms and positions in Å:
1 C -1.341 1.774 -0.163  -0.072
2 N -0.861 0.526 0.440  -0.080
3 C 0.562 0.351 0.499  -0.471
4 C 1.493 1.608 0.549  -0.006
5 C 0.778 -0.503 1.753  -0.014
6 N 0.955 -0.618 -0.713  0.101
7 C 2.203 -0.815 -1.332  -0.101
8 N 2.245 -1.885 -2.093  0.144
9 C 0.964 -2.405 -2.134  -0.111
10 C 0.293 -3.448 -2.920  -0.350
11 O 0.693 -3.937 -3.943  0.156
12 N -1.094 -3.529 -2.557  0.169
13 C -1.812 -2.672 -1.855  -0.026
14 N -1.166 -1.728 -1.173  0.164
15 C 0.203 -1.673 -1.237  -0.172
16 H -0.859 2.724 0.232  0.096
17 H -1.187 1.679 -1.312  0.125
18 H -2.355 1.863 0.024  0.053
19 H -1.270 0.417 1.292  0.076
20 H 1.565 1.924 -0.428  0.048
21 H 2.457 1.328 1.005  0.098
22 H 1.007 2.521 1.051  0.118
23 H -0.049 -1.171 1.633  0.067
24 H 0.536 0.132 2.667  0.128
25 H 1.767 -0.970 1.804  0.102
26 H 3.205 -0.306 -1.018  0.178
27 H -1.579 -4.319 -3.135  0.233
28 H -2.880 -2.702 -1.914  0.164
29 H -1.786 -1.146 -0.553  0.181

Computed properties:
* E_HOMO: -12.927 eV
* ΔE to the lowest compared entry with this formula, charge and spin: 15.0 kcal/mol
* net charge: +1
* structure (SMILES): CNC(C)(C)n1cnc2c(=O)[nH+]c[nH]c21
* electronic energy: -700.1028 a.u.

***

Look up the E_HOMO of the first one.
-5.112 eV